(1)
Molecular formula: C20H56O8
Method: DFT, wB97M-V/def2-TZVPD

Output
HOMO (eV): -9.2
E_LUMO (eV): 0.402
Energy (a.u.): -1397.13849
Relative energy (zero: lowest compared OMol25 entry of this formula, charge and spin) (kJ/mol): 881.9

Element x y z (Å)
C1 -17.51100 -21.38100 -16.92800
C2 -17.54500 -19.92100 -16.97300
C3 -16.45800 -19.29400 -16.09900
O1 -17.46500 -19.29400 -18.03800
H1 -17.74500 -21.77500 -15.96700
H2 -16.58200 -21.69600 -17.33800
H3 -18.18500 -21.85400 -17.67900
H4 -18.47400 -19.62600 -16.51800
H5 -15.41400 -19.43100 -16.42600
H6 -16.56100 -19.85400 -15.16200
H7 -16.64100 -18.22900 -15.93600
H8 -17.44500 -18.38400 -17.75500
C4 -24.85800 -19.13200 -18.36700
C5 -23.69400 -19.95600 -18.73800
C6 -23.72900 -21.25800 -17.93900
O2 -23.57100 -20.25400 -19.98700
H9 -25.54800 -19.21300 -19.25000
H10 -24.55000 -18.13400 -18.20000
H11 -25.39000 -19.45700 -17.52400
H12 -22.81500 -19.39400 -18.46700
H13 -24.54400 -21.88000 -18.27500
H14 -23.81000 -21.13000 -16.79600
H15 -22.76200 -21.75800 -18.08900
H16 -22.67400 -20.04000 -20.30800
C7 -19.33200 -25.93100 -18.77200
C8 -18.15400 -25.16900 -18.17900
C9 -17.75400 -24.15000 -19.18800
O3 -18.30400 -24.61000 -17.08800
H17 -19.76100 -26.52700 -18.02600
H18 -19.00500 -26.48200 -19.65700
H19 -19.96600 -25.13400 -19.05600
H20 -17.29400 -25.81100 -17.97800
H21 -17.41000 -24.59900 -20.07500
H22 -17.17300 -23.30300 -18.81900
H23 -18.60300 -23.65200 -19.61800
H24 -17.49000 -24.31700 -16.80000
C10 -22.82100 -24.38400 -13.38100
C11 -23.58300 -23.29400 -12.61000
C12 -22.65800 -22.27100 -12.19300
O4 -24.43600 -22.77700 -13.32000
H25 -22.38100 -25.12700 -12.65500
H26 -22.01700 -23.92100 -13.97000
H27 -23.53900 -24.88500 -14.11500
H28 -24.05500 -23.84200 -11.83200
H29 -23.00600 -21.52800 -11.48600
H30 -22.15100 -21.82600 -13.04600
H31 -21.99200 -22.85700 -11.67600
H32 -24.77400 -22.03900 -12.87200
C13 -18.36900 -28.00200 -15.42400
C14 -18.57500 -26.87400 -14.34400
C15 -20.05300 -26.65900 -14.12000
O5 -17.97300 -27.11900 -13.28300
H33 -19.32300 -28.13800 -15.84400
H34 -18.17500 -28.95300 -14.87100
H35 -17.69900 -27.82800 -16.24100
H36 -18.08700 -26.06900 -14.83200
H37 -20.46000 -26.15800 -15.00400
H38 -20.21000 -25.94400 -13.27400
H39 -20.62000 -27.53100 -13.97600
H40 -18.07200 -26.39000 -12.67400
C16 -18.82100 -20.75800 -13.08400
C17 -18.97000 -22.29000 -13.07500
C18 -19.56400 -22.92600 -14.22700
O6 -17.87000 -22.93100 -12.89400
H41 -18.51200 -20.34200 -12.10100
H42 -19.80500 -20.32500 -13.22400
H43 -17.91700 -20.41200 -13.66500
H44 -19.57000 -22.49000 -12.16900
H45 -18.94300 -23.20300 -15.08300
H46 -20.45000 -22.38800 -14.48600
H47 -19.89700 -23.91900 -13.92900
H48 -17.58000 -22.97600 -13.76800
C19 -20.90900 -19.85900 -16.27000
O7 -20.52600 -20.24500 -17.49900
H49 -21.90600 -19.95400 -15.90500
H50 -20.79900 -18.76300 -16.34000
H51 -20.27900 -20.40900 -15.60300
H52 -20.62000 -21.16000 -17.44700
C20 -21.61700 -23.66300 -16.91900
O8 -20.44900 -23.01800 -17.30600
H53 -21.28500 -24.57000 -16.53400
H54 -22.29000 -23.74700 -17.74100
H55 -22.02200 -23.21900 -16.02200
H56 -19.80500 -23.71300 -17.29400

Forces on the atoms, in the same order (eV/Å):
C -0.5687 -1.3442 -2.8015
C -0.1516 -1.3261 8.7144
C 0.3793 -1.4911 2.0604
O 0.2722 3.5826 -10.1014
H 0.1023 -0.1552 0.6852
H 1.4555 -0.5887 0.2679
H -0.2140 0.6692 0.7481
H -0.7579 -0.1842 1.1051
H -0.4980 -0.0716 -0.3499
H 0.4652 0.6663 0.4677
H -0.0570 -0.0499 0.0932
H 0.0092 0.6292 -0.9008
C -1.6394 0.3766 -2.5055
C 1.0030 -0.1244 6.2489
C 1.1892 0.1019 2.0651
O 0.8690 -0.8506 -6.8446
H 0.2660 0.5110 0.8198
H -0.0623 1.2855 -0.0656
H -0.6042 -0.6183 1.2488
H 0.5667 0.1318 0.8140
H -0.2697 -0.2804 -0.1624
H -0.0813 0.0222 -1.6737
H -0.4686 -0.0745 -0.1705
H -0.8912 -0.3085 0.1735
C 1.5604 0.7225 0.2068
C 3.1295 -4.5779 -8.4391
C -0.2041 1.2019 -1.1798
O -5.4267 3.5132 9.0999
H -0.8593 -1.2210 0.8341
H -0.1664 -0.0251 0.2725
H -1.3921 0.4199 -0.5273
H 0.3221 -1.1919 -1.1988
H 1.4261 -0.5694 -1.0124
H 0.6412 -0.5911 -0.0407
H -1.0776 0.4348 0.2645
H 2.3607 1.3129 1.3876
C -0.3012 -0.9202 -0.5111
C 5.7847 -5.0918 3.3667
C 1.4772 1.1637 1.0643
O -8.1395 3.0914 -8.0024
H -0.4356 0.6499 -0.9372
H -0.2312 -0.3205 0.1514
H 0.9623 0.4199 1.1206
H -0.1629 -0.5466 1.9055
H -0.4772 0.3118 -0.0656
H -0.1409 0.1710 -0.0568
H 2.5975 -0.6949 1.6197
H -1.1575 1.7276 0.4371
C -0.4312 -0.7622 2.2625
C -3.3307 0.0777 -7.8011
C 0.0605 2.6775 -0.4859
O 4.6802 -2.5533 7.8901
H -1.2904 -0.3408 -0.9213
H 0.2673 0.6153 -0.5743
H 0.7916 0.2339 -0.0294
H -0.1990 1.9046 -0.7794
H -0.1822 -0.0025 0.0180
H 0.0480 -0.6503 -0.4537
H -0.5167 -1.3868 0.4495
H 0.1430 0.1700 0.4560
C 1.3661 0.3313 0.7488
C -3.9070 3.4019 2.0920
C -2.6026 -1.2119 -1.2984
O 5.7471 -2.5132 3.0405
H -0.2810 -0.8276 -0.0343
H 0.1334 0.5208 -0.8634
H -1.5366 -0.2054 -0.3896
H -0.4345 0.0682 -0.3586
H 0.2070 0.9448 -0.0477
H -0.6026 0.2323 -1.0020
H -0.1470 -0.0624 0.2296
H 2.1483 -0.7404 -1.8856
C 0.5212 2.6674 1.3626
O -0.5304 0.8640 -2.7451
H -1.4482 -0.7619 -0.3934
H 0.5080 -0.1633 1.1462
H 0.5499 0.4552 1.3820
H 0.2673 -2.9851 -0.8779
C -0.0446 0.4950 0.7848
O -0.0237 1.4228 -0.5939
H -0.0714 -2.4019 0.3377
H -0.8032 -0.2403 -0.2666
H -0.7258 0.7451 -0.1155
H 1.2665 0.0827 0.0210

(2)
Molecular formula: C16H17CrN2O5SSi
Method: DFT, wB97M-V/def2-TZVPD

Output
HOMO (spin up / spin down) (eV): -4.8 / -5.0
E_LUMO (spin up / spin down) (eV): 2.421 / 2.409
2S+1: 5
Energy (a.u.): -2837.82050
Net charge: -1

Element x y z (Å)
Cr1 9.37026 12.01061 4.65033
O1 9.69376 6.09560 5.23286
C1 9.66008 7.24384 4.84884
C2 8.53830 8.04431 4.14611
O2 7.51804 7.69100 3.54459
C3 8.99808 9.40505 4.18653
C4 10.28261 9.56044 4.75436
O3 10.79391 10.69304 5.03359
C5 10.79388 8.24873 5.04375
O4 11.92335 7.97755 5.43746
O5 8.33601 10.49694 3.83635
C6 4.93742 9.12037 4.41407
C7 5.36040 10.34721 5.13426
C8 4.85380 11.59364 4.97793
C9 5.43576 12.67614 5.65701
N1 6.53429 12.52727 6.39192
C10 7.08061 11.28295 6.50477
S1 8.54676 11.07630 7.25403
N2 6.43854 10.22393 5.90469
C11 4.95010 14.09997 5.37920
H1 4.04226 9.26574 3.84394
H2 4.89116 8.23452 5.06009
H3 5.75232 8.83669 3.67246
H4 4.13410 11.79280 4.19801
H5 6.93732 9.30513 5.86566
H6 5.37836 14.38389 4.39080
H7 5.39422 14.75142 6.14810
H8 3.87007 14.08535 5.41151
C12 8.61858 17.26504 7.32564
Si1 9.24304 16.98420 5.52601
C13 7.63453 17.56532 4.52688
C14 10.77392 18.01104 5.15823
C15 9.49855 15.25591 5.20812
C16 9.38494 14.04767 5.05673
H9 8.55186 18.35196 7.42416
H10 9.22166 17.00901 8.21259
H11 7.67126 16.75124 7.41971
H12 7.31695 18.58129 4.76886
H13 6.78254 16.94075 4.95360
H14 7.71413 17.45010 3.43690
H15 10.42244 19.06809 4.98216
H16 11.36180 17.61882 4.35908
H17 11.45252 18.03744 5.98964

Forces on the atoms, in the same order (eV/Å):
Cr -0.4527 0.0446 0.2112
O -0.3365 0.6471 -0.4401
C -0.2265 -0.1694 -0.0084
C 0.1191 -0.0713 -1.0518
O 0.4517 -0.5534 0.8915
C 0.2330 1.6894 0.2106
C -1.1740 -0.2865 -0.0055
O 0.2815 -0.0140 -0.5283
C 1.8939 -0.8436 0.8955
O -0.9800 -0.0618 -0.3556
O 0.4456 -0.7733 0.0858
C 1.3958 -0.6348 -0.9384
C 0.0123 -0.3293 -0.5861
C -0.7621 0.6049 -0.5331
C 1.2600 0.2687 -0.2385
N -1.0788 -0.0516 -0.1691
C -0.0448 0.4814 0.0088
S 0.1950 -0.3384 0.2535
N 0.9576 -1.2757 0.6423
C 1.2942 -0.9058 0.4147
H -0.6388 0.0498 -0.0137
H -0.2697 0.3387 0.0308
H -0.7331 0.4699 0.8176
H -0.3954 -0.1519 0.2190
H -0.4635 1.2669 0.3823
H -0.5872 -0.0416 0.5700
H -0.3430 -0.1360 -0.3505
H -0.2561 0.4126 -0.2545
C 1.1669 0.3432 -0.1662
Si -1.3450 0.8661 0.5339
C 0.0642 -0.9135 1.0747
C -1.1954 1.1871 0.2996
C -0.2197 -0.6288 -0.1670
C 0.4900 0.1254 -0.2430
H -0.6751 0.1054 -0.0601
H 0.1271 -0.4207 -0.6448
H -0.3953 0.1835 0.0744
H 0.3339 0.2097 -0.0919
H 1.0602 0.3964 -0.7931
H -0.1286 -0.0833 0.3543
H 0.5975 -0.9275 -0.1060
H 0.1248 -0.0841 -0.9526
H 0.1968 0.0055 0.7276

(3)
Molecular formula: C43H47N14O9S2SeTi
Method: DFT, wB97M-V/def2-TZVPD

Output
HOMO (eV): -10.4
E_LUMO (eV): -3.613
Energy (a.u.): -7157.87893
Relative energy (zero: lowest compared OMol25 entry of this formula, charge and spin) (kJ/mol): 0.0
Net charge: +1

Element x y z (Å)
Ti1 0.49207 0.39905 -0.36161
C1 -2.60610 5.20589 -1.81148
C2 -1.18611 5.12635 -1.26891
N1 -1.10296 4.58586 0.09980
C3 -1.15973 5.54331 1.22381
C4 -2.57002 5.69652 1.77425
C5 -0.99287 3.29562 0.32950
S1 -1.21718 2.15645 -0.96409
N2 -0.88495 2.91553 1.63239
C6 -0.16857 1.93172 2.04936
O1 0.66057 1.27581 1.26395
C7 -0.25527 1.54901 3.47344
C8 -1.31387 2.01358 4.25285
C9 -1.42837 1.60980 5.57084
C10 -0.47648 0.75827 6.12302
C11 0.59740 0.32428 5.35807
C12 0.70413 0.71292 4.03242
H1 -2.58371 5.65401 -2.80493
H2 -3.24640 5.82031 -1.17963
H3 -3.04517 4.21163 -1.89289
H4 -0.73504 6.11648 -1.23809
H5 -0.57314 4.49537 -1.90884
H6 -0.77423 6.49079 0.85356
H7 -0.49808 5.18578 2.00637
H8 -3.25464 6.09875 1.02868
H9 -2.55878 6.37837 2.62425
H10 -2.94945 4.73022 2.10785
H11 -2.03989 2.68264 3.80933
H12 -2.26100 1.95407 6.17088
H13 -0.56424 0.45032 7.15659
H14 1.35422 -0.31240 5.79692
H15 1.54265 0.38602 3.43276
C13 1.77023 -5.91155 1.02322
N3 0.62296 -5.13739 0.54462
C14 -0.64102 -5.57726 0.76507
C15 -1.71483 -4.88361 0.34265
C16 -1.44979 -3.67065 -0.36352
N4 -0.22628 -3.23249 -0.58040
C17 0.83931 -3.92352 -0.10570
O2 2.00305 -3.51683 -0.21551
N5 -2.47169 -2.94600 -0.86317
H16 1.54437 -6.97141 0.93398
H17 1.99301 -5.66898 2.06271
H18 2.63282 -5.66312 0.41576
H19 -0.72952 -6.51639 1.29444
H20 -2.71918 -5.23339 0.52574
H21 -3.41228 -3.16530 -0.58681
H22 -2.28450 -2.01999 -1.22524
N6 -2.36869 2.25955 -4.40306
C18 -1.17312 2.02207 -4.99419
N7 -0.12206 1.62275 -4.36046
C19 0.94592 1.48431 -5.24413
C20 2.23970 1.10110 -4.89492
C21 3.20543 1.00261 -5.88232
C22 2.89996 1.26845 -7.21929
C23 1.62021 1.65293 -7.58340
C24 0.65942 1.75881 -6.58601
S2 -1.00850 2.24222 -6.73108
H23 -2.48634 1.93913 -3.45371
H24 -3.18220 2.42103 -4.96726
H25 2.47909 0.91587 -3.85474
H26 4.21817 0.73524 -5.60862
H27 3.66916 1.18691 -7.97518
H28 1.37686 1.87144 -8.61475
C25 1.41357 -2.41942 -5.27788
N8 0.69775 -1.78654 -4.18710
C26 -0.66864 -1.32967 -4.24505
C27 -0.78165 -0.58367 -2.93644
O3 -1.82234 -0.15670 -2.48216
N9 0.41173 -0.71043 -2.22348
C28 1.20524 -1.49797 -2.99134
N10 2.38110 -1.98187 -2.58619
H29 1.49568 -3.50001 -5.14039
H30 2.40437 -1.97716 -5.38429
H31 0.86795 -2.22861 -6.19860
H32 -1.36466 -2.17318 -4.21570
H33 -0.88467 -0.71400 -5.11584
H34 2.38831 -2.29366 -1.60084
H35 2.81378 -2.64429 -3.21186
Se1 1.69410 2.45065 -1.42060
C29 3.52715 2.45676 -1.15639
N11 4.66946 2.46204 -0.99044
O4 -0.58028 -1.54888 2.18702
C30 -1.32503 -0.88267 1.49823
O5 -0.98926 -0.50826 0.26128
C31 -2.63194 -0.40617 2.01388
C32 -3.46360 0.41128 1.25651
C33 -4.60831 0.95340 1.82689
C34 -4.93453 0.66143 3.14284
C35 -4.10719 -0.18771 3.85787
C36 -2.96085 -0.72657 3.32487
N12 -4.44326 -0.50062 5.26387
O6 -3.78037 -1.34752 5.82100
O7 -5.35348 0.11982 5.76820
H36 -3.19872 0.63514 0.23030
H37 -5.24566 1.60839 1.24877
H38 -5.80796 1.08184 3.62017
H39 -2.31636 -1.35940 3.91696
O8 2.66712 -4.44583 4.97743
C37 2.12302 -3.15639 5.03714
N13 2.22506 -2.44907 3.77227
C38 3.45630 -2.20072 3.26682
O9 4.47531 -2.50917 3.86245
C39 3.53052 -1.53114 1.92629
C40 4.75789 -1.39844 1.28822
C41 4.79973 -0.80756 0.03938
C42 3.62763 -0.34030 -0.52533
N14 2.44740 -0.43541 0.09944
C43 2.41755 -1.03369 1.29929
H40 3.62709 -4.34083 4.92544
H41 2.61645 -2.55623 5.80430
H42 1.06667 -3.26001 5.27201
H43 1.38690 -2.29638 3.23414
H44 5.64705 -1.77017 1.78071
H45 5.72701 -0.69524 -0.50287
H46 3.63039 0.11011 -1.50199
H47 1.43496 -1.14818 1.73568

Forces on the atoms, in the same order (eV/Å):
Ti 0.3907 0.7729 -0.6162
C 0.0148 0.0152 0.0578
C -0.1148 -0.0119 0.0229
N -0.0049 0.1180 -0.1091
C -0.0120 -0.0765 0.0368
C -0.0230 -0.0187 -0.0592
C 0.0599 -0.1194 0.1551
S 0.1965 -0.1323 0.0161
N -0.1268 0.2082 -0.1058
C -0.0518 0.3290 -0.1814
O -0.2809 -0.1504 0.8282
C 0.1756 -0.0993 -0.0734
C -0.0061 0.0373 -0.0110
C -0.0059 -0.0333 -0.0054
C 0.0060 0.0667 -0.0140
C -0.0190 -0.0078 0.0090
C 0.0437 -0.0095 0.0231
H -0.0032 -0.0316 -0.0069
H 0.0055 0.0016 -0.0187
H -0.0121 0.0109 0.0008
H 0.0289 -0.0064 0.0204
H 0.0436 0.0260 -0.0113
H 0.0097 -0.0034 -0.0189
H 0.0771 0.0462 -0.0257
H 0.0095 0.0107 0.0163
H 0.0022 -0.0146 0.0070
H 0.0037 0.0162 0.0272
H -0.0225 -0.0339 0.0065
H 0.0130 0.0114 0.0094
H -0.0151 -0.0149 -0.0069
H 0.0013 -0.0040 -0.0126
H -0.0057 -0.0026 0.0078
C -0.0181 0.0669 0.0743
N -0.0849 -0.1095 0.0167
C 0.1254 -0.0300 0.0114
C -0.1202 0.0940 0.0008
C -0.0003 -0.0534 -0.0510
N 0.2215 -0.1894 -0.1014
C 0.0610 0.0998 0.1115
O -0.0015 0.0939 -0.1682
N -0.0382 0.0559 0.0814
H -0.0135 -0.0054 0.0113
H 0.0003 0.0211 0.0104
H -0.0055 -0.0146 -0.0295
H 0.0155 0.0065 0.0123
H 0.0135 -0.0183 -0.0130
H -0.0087 -0.0017 -0.0575
H 0.0137 -0.0159 0.0426
N 0.1002 0.0993 0.0186
C -0.2138 0.0271 -0.0693
N 0.2629 0.0737 -0.0681
C -0.0103 -0.0307 0.1012
C 0.0419 -0.0351 0.0110
C -0.0343 -0.0108 0.0018
C -0.0203 -0.0024 0.0259
C -0.0169 -0.0149 0.0321
C 0.0356 0.0174 -0.1024
S -0.0260 0.0178 -0.0108
H -0.0046 -0.0478 -0.0535
H -0.0341 -0.0532 0.0349
H -0.0207 0.0469 0.0026
H 0.0014 -0.0153 -0.0155
H 0.0012 0.0071 0.0025
H 0.0180 0.0019 0.0008
C -0.0458 -0.0900 0.0655
N 0.0719 0.1342 -0.1422
C 0.0956 0.0039 -0.1487
C -0.2248 -0.6121 0.4970
O -0.0013 0.2395 -0.0851
N -0.3141 0.0505 -0.4773
C -0.0456 0.0205 0.1711
N -0.0095 -0.0722 0.1941
H -0.0031 -0.0037 0.0081
H -0.0008 0.0161 -0.0112
H 0.0052 0.0116 -0.0003
H -0.0112 0.0024 -0.0212
H 0.0305 0.0754 0.0354
H 0.0179 0.0132 -0.1406
H -0.0013 -0.0308 0.0328
Se 0.2593 0.3555 -0.3641
C -0.0610 -0.0588 0.1269
N 0.0243 0.0456 -0.0438
O 0.0216 -0.1521 -0.0247
C 0.2610 -0.2114 -0.0839
O -0.3327 -0.6427 0.7191
C -0.0992 0.0649 -0.1327
C -0.0437 0.0454 -0.0385
C 0.0098 -0.0607 0.0064
C -0.0172 0.0674 -0.0190
C -0.0559 -0.0064 0.0667
C 0.0622 -0.0801 -0.0140
N 0.0272 0.0749 -0.0999
O 0.0808 -0.0739 0.0395
O -0.0833 0.0522 0.0300
H 0.0336 0.0250 0.0372
H -0.0109 -0.0158 -0.0085
H -0.0075 -0.0255 -0.0044
H 0.0030 0.0194 0.0111
O -0.0061 -0.0113 0.0010
C 0.0354 -0.0373 -0.0667
N -0.0136 0.0228 -0.0043
C -0.0631 -0.0338 -0.0616
O 0.0352 -0.0154 0.0274
C 0.1065 0.0194 0.1002
C 0.0125 -0.0208 -0.0003
C -0.0171 -0.0667 -0.0054
C 0.0640 -0.0674 0.0040
N -0.0245 0.0938 0.0265
C -0.3108 -0.1821 -0.0706
H -0.0352 0.0028 -0.0165
H 0.0291 -0.0384 0.0425
H -0.0110 0.0387 0.0323
H -0.0133 -0.0534 -0.0286
H 0.0012 0.0073 -0.0064
H -0.0010 0.0533 0.0116
H -0.0143 0.0047 -0.0080
H -0.0266 0.1212 0.0101

> Look up the energy of the third one.

-7157.87893 a.u.

> Which value of energy does entry 1 give?

-1397.13849 a.u.